Version 1
DFT (the ωB97M-V functional and the def2-TZVPD basis) results for a cluster of 2 separate species, C3H6NO2 in total.

Last column: Mulliken charge in e.
Geometry (Å):
C: 0.5031 0.7567 2.7259  -0.629
C: -0.1372 1.4425 0.5765  0.050
N: 0.3629 1.7960 1.6829  -0.528
H: -0.1248 -0.1358 2.5234  0.302
H: 1.5663 0.5588 2.7807  0.221
H: 0.1559 1.1689 3.6907  0.230
H: -0.5856 0.4530 0.3122  0.034
H: -0.2520 2.2341 -0.1446  0.301
O: -1.1518 -0.6035 -1.7287  -0.640
C: -0.2349 -1.3634 -1.3903  0.119
O: 0.6622 -1.8981 -2.0908  -0.669
H: -0.4237 -1.7912 -0.3473  0.210

Its total charge is -1. For the HOMO-LUMO gap, the calculation gives 7.929 eV.



Version 2
DFT (the ωB97M-V functional and the def2-TZVPD basis) results for the ion C3H6NO2 with charge -1.

Last column: Mulliken charge in e.
Geometry (Å):
C: 1.2994 0.3024 -0.8671  -0.828
C: 0.1802 0.9450 -0.0926  0.438
O: -0.0293 2.1587 -0.1667  -0.727
N: -0.6138 0.1500 0.6445  -0.172
C: -0.9290 -1.3751 0.4652  -0.288
O: 0.0601 -2.1136 0.0524  -0.818
H: 1.5434 0.9341 -1.7245  0.277
H: 2.1848 0.1292 -0.2523  0.189
H: 0.9142 -0.6685 -1.1795  0.331
H: -1.3900 0.7115 0.9564  0.228
H: -1.8187 -1.3734 -0.2207  0.147
H: -1.3167 -1.6010 1.4873  0.222

Its total charge is -1. For the HOMO-LUMO gap, the calculation gives 7.433 eV. The SMILES is CC(=O)NC[O-].



Version 3
DFT (the ωB97M-V functional and the def2-TZVPD basis) results for the ion C3H6NO2 with charge -1.

Last column: Mulliken charge in e.
Geometry (Å):
O: -2.7851 0.5893 -1.0338  -0.580
C: -1.5877 0.3953 -0.9838  0.132
N: -0.8770 -0.5537 -0.3202  -0.184
C: 0.5999 -0.4917 -0.2666  -0.543
C: 1.1471 0.2194 1.0336  -0.284
O: 2.3230 0.7694 0.8831  -0.825
H: -0.8585 1.0836 -1.4285  0.244
H: -1.2723 -0.9203 0.5330  0.229
H: 0.9770 -1.4960 -0.4840  0.296
H: 0.9464 0.1488 -1.0866  0.298
H: 0.2180 0.8315 1.2710  0.096
H: 1.1691 -0.5756 1.8828  0.122

Its total charge is -1. For the HOMO-LUMO gap, the calculation gives 6.753 eV. The SMILES is O=CNCC[O-].



Version 4
DFT (the ωB97M-V functional and the def2-TZVPD basis) results for a cluster of 2 separate species, C3H6NO2 in total.

Last column: Mulliken charge in e.
Geometry (Å):
C: 0.7280 1.4300 0.5318  -0.673
C: -1.3698 0.5397 0.8122  -0.131
N: -0.7282 1.5810 0.5196  -0.512
H: 1.0490 1.0982 1.5232  0.268
H: 1.1107 0.7141 -0.1931  0.254
H: 1.1987 2.4010 0.3487  0.278
H: -2.4603 0.5997 0.8793  0.253
H: -0.9449 -0.4577 0.9644  0.235
O: -0.3046 -1.1830 -2.0763  -0.641
C: 0.3501 -1.9529 -1.3563  -0.098
O: 0.7869 -1.7858 -0.1907  -0.628
H: 0.5845 -2.9842 -1.7629  0.394

Its total charge is -1. For the HOMO-LUMO gap, the calculation gives 8.395 eV.



The most stable of them is version 2.



Version 1
DFT (the ωB97M-V functional and the def2-TZVPD basis) results for the ion C3H6NO2 with charge -1.

Last column: Mulliken charge in e.
Geometry (Å):
C: -0.3036 1.4878 -0.5419  -0.903
C: -1.0019 0.1897 -0.1669  0.456
O: -2.2134 0.0537 -0.3655  -0.728
N: -0.2424 -0.7219 0.4525  -0.121
C: 1.3205 -0.9315 0.4071  -0.374
O: 2.0624 0.1257 0.5773  -0.802
H: -1.1113 2.2083 -0.6755  0.318
H: 0.3813 1.8415 0.2162  0.299
H: 0.2033 1.4072 -1.4998  0.226
H: -0.7698 -1.4830 0.8585  0.224
H: 1.4447 -1.4073 -0.5975  0.195
H: 1.4157 -1.6801 1.2250  0.209

Its total charge is -1. For the HOMO-LUMO gap, the calculation gives 7.346 eV. The SMILES is CC(=O)NC[O-].



Version 2
DFT (the ωB97M-V functional and the def2-TZVPD basis) results for a cluster of 2 separate species, C3H6NO2 in total.

Last column: Mulliken charge in e.
Geometry (Å):
C: -1.1551 -2.3139 -0.8257  -0.868
C: -0.3289 -1.3780 -0.2544  0.051
N: -0.2343 -0.0043 -0.4276  -0.367
H: -2.0183 -1.7621 -1.1981  0.195
H: -1.0575 -3.3854 -0.9610  0.264
H: 0.4492 -1.7513 0.4446  0.276
H: -0.6772 0.2633 -1.3542  0.191
H: 0.4400 0.5624 -0.0035  0.252
O: 1.3802 3.3685 0.3226  -0.697
C: 1.1612 2.4105 1.1534  0.057
O: 1.7767 1.3678 1.2631  -0.652
H: 0.2641 2.6223 1.8410  0.299

Its total charge is -1. For the HOMO-LUMO gap, the calculation gives 8.101 eV.



The most stable of them is version 1.



Version 1
DFT (the ωB97M-V functional and the def2-TZVPD basis) results for a cluster of 2 separate species, C3H6NO2 in total.

Last column: Mulliken charge in e.
Geometry (Å):
C: 2.4392 -0.3216 0.0816  -0.775
C: 1.2782 -0.8357 0.4844  0.014
N: 0.1353 -0.1491 0.8134  -0.576
H: 2.6598 0.7349 0.0338  0.279
H: 3.1803 -1.0364 -0.2360  0.224
H: 1.2154 -1.9282 0.4957  0.244
H: -0.2734 0.4106 0.0553  0.304
H: -0.5941 -0.6161 1.3208  0.261
O: -2.8465 0.3312 0.2755  -0.652
C: -2.4934 0.9246 -0.7646  0.052
O: -1.4213 0.8570 -1.4015  -0.716
H: -3.2795 1.6287 -1.1583  0.339

Its total charge is -1. For the HOMO-LUMO gap, the calculation gives 8.462 eV.



Version 2
DFT (the ωB97M-V functional and the def2-TZVPD basis) results for the ion C3H6NO2 with charge -1.

Last column: Mulliken charge in e.
Geometry (Å):
C: 1.5192 -0.5141 0.9632  -0.872
C: 0.9386 -0.1324 -0.3957  0.491
O: 1.7186 0.0606 -1.3228  -0.707
N: -0.3961 0.0225 -0.4738  -0.079
C: -1.3915 0.1424 0.6855  -0.334
O: -2.5658 0.4848 0.1962  -0.857
H: 1.8249 -1.5562 0.9242  0.236
H: 0.8473 -0.4586 1.8151  0.348
H: 2.2704 0.2561 1.1392  0.243
H: -0.7584 0.5552 -1.2518  0.223
H: -1.3758 -0.8372 1.2106  0.161
H: -0.9883 0.8984 1.4032  0.147

Its total charge is -1. For the HOMO-LUMO gap, the calculation gives 7.038 eV. The SMILES is CC(=O)NC[O-].



Version 3
DFT (the ωB97M-V functional and the def2-TZVPD basis) results for a cluster of 2 separate species, C3H6NO2 in total.

Last column: Mulliken charge in e.
Geometry (Å):
C: 1.5581 0.6138 2.3085  -0.816
C: 0.5086 0.3089 1.5235  0.047
N: 0.4486 -0.1719 0.2519  -0.429
H: 2.5790 0.2742 2.2056  0.257
H: 1.3583 0.9800 3.3108  0.207
H: -0.5195 0.3030 1.8904  0.260
H: 1.2104 -0.1323 -0.3828  0.217
H: -0.4078 0.0423 -0.2630  0.269
O: -1.0733 0.2878 -2.0158  -0.713
C: -1.6600 -0.5725 -2.7261  0.035
O: -1.2432 -1.3278 -3.6103  -0.615
H: -2.7593 -0.6056 -2.4928  0.281

Its total charge is -1. For the HOMO-LUMO gap, the calculation gives 8.264 eV.



The most stable of them is version 1.



Version 1
DFT (the ωB97M-V functional and the def2-TZVPD basis) results for a structure of composition C4H10NO.

Last column: Mulliken charge in e.
Geometry (Å):
C: 1.8961 0.1564 0.5433  -0.985
C: 1.3469 -0.5998 -0.6443  -0.604
N: -0.3968 -1.0611 -0.4346  -0.600
C: -0.8653 0.2331 0.0201  -0.038
C: -2.4275 0.3651 -0.0252  -0.636
O: -2.8315 1.4587 0.5883  -0.880
H: 1.7459 -0.4114 1.4636  0.293
H: 1.4104 1.1176 0.6382  0.320
H: 2.9497 0.4033 0.4364  0.359
H: 1.2792 0.0197 -1.5385  0.382
H: 2.0391 -1.4171 -0.9066  0.373
H: 0.4669 -1.4433 -0.0618  0.211
H: -0.4117 1.0995 -0.4768  0.239
H: -0.6928 0.3173 1.1006  0.188
H: -2.6781 0.3406 -1.1201  0.200
H: -2.8306 -0.5787 0.4174  0.177

Its total charge is -1. For the HOMO-LUMO gap, the calculation gives 5.622 eV.



Version 2
DFT (the ωB97M-V functional and the def2-TZVPD basis) results for the ion C4H10NO with charge -1.

Last column: Mulliken charge in e.
Geometry (Å):
C: -0.7151 0.1528 -1.9591  -1.092
C: 0.2363 0.5050 -0.8003  -0.815
C: 0.1914 -0.4428 0.3710  0.291
N: -1.1646 -0.7106 0.8209  -0.739
C: 1.0610 0.0813 1.5823  -0.513
O: 0.7471 -0.5053 2.7388  -0.887
H: -0.2632 -0.6171 -2.6012  0.246
H: -1.6100 -0.3284 -1.5501  0.333
H: -0.9429 1.0353 -2.5580  0.340
H: 1.2464 0.5023 -1.2234  0.316
H: 0.0608 1.5395 -0.5084  0.383
H: 0.6583 -1.3966 0.1158  0.227
H: -1.6120 0.1724 1.0564  0.249
H: -1.0191 -1.1583 1.7269  0.334
H: 2.1430 -0.0495 1.2433  0.185
H: 0.9827 1.2201 1.5451  0.141

Its total charge is -1. For the HOMO-LUMO gap, the calculation gives 6.557 eV. The SMILES is CC[C@H](N)C[O-].



The most stable of them is version 2.



Version 1
DFT (the ωB97M-V functional and the def2-TZVPD basis) results for a structure of composition CH3OP.

Last column: Mulliken charge in e.
Geometry (Å):
C: -0.5053 -0.9212 0.0309  -0.434
O: 0.8996 1.0820 0.2067  -0.572
P: -0.7192 0.7261 -0.4492  0.221
H: 0.4113 -0.8765 0.9494  0.255
H: -1.5828 -1.5960 -0.4442  0.233
H: 1.4965 1.5855 -0.2936  0.298

Its total charge is 0. For the HOMO-LUMO gap, the calculation gives 9.147 eV.



Version 2
DFT (the ωB97M-V functional and the def2-TZVPD basis) results for a cluster of 2 separate species, CH3OP in total.

Last column: Mulliken charge in e.
Geometry (Å):
C: 1.1993 -0.8437 -0.4656  -0.066
O: 0.6764 -0.7236 0.5932  -0.351
P: -3.4964 -0.4218 0.0383  -0.017
H: 0.6633 -0.9065 -1.4974  0.206
H: 2.3258 -1.1926 -0.4721  0.202
H: -4.0148 0.8953 0.0605  0.026

Its total charge is 0. For the HOMO-LUMO gap (alpha / beta), the calculation gives 7.452 / 7.378 eV.



The most stable of them is version 1.



Version 1
DFT (the ωB97M-V functional and the def2-TZVPD basis) results for a cluster of 2 separate species, C4H10N2O3 in total.

Last column: Mulliken charge in e.
Geometry (Å):
C: 0.9731 0.9683 0.1803  -1.309
C: -0.4109 0.4213 0.4480  0.347
C: -0.4941 -0.5826 1.5500  -1.577
N: -0.7688 -0.5583 -1.0091  -0.059
N: -1.0252 0.1482 -2.0973  -0.520
O: 0.4292 -1.4272 -1.0787  -0.419
H: 1.7954 0.3326 0.2985  0.265
H: 0.9555 1.4445 -0.7163  0.456
H: 1.1071 1.6462 0.9606  0.473
H: -1.3423 0.9160 0.3887  0.379
H: 0.2672 -1.2390 1.4612  0.462
H: -1.3510 -1.1441 1.4280  0.496
H: -0.3059 -0.1630 2.6047  0.323
H: -1.4940 -0.3160 -2.8392  0.245
H: -0.2740 0.6219 -2.5622  0.195
H: 0.4962 -1.7891 -0.2389  0.232
O: 0.5501 -3.8096 -2.7331  -0.367
C: 0.7466 -2.8294 -3.2872  0.750
O: 1.0269 -1.9364 -3.9438  -0.372

Its total charge is 0. For the HOMO-LUMO gap, the calculation gives 9.202 eV. The SMILES is CC(C)N(N)O.O=C=O.



Version 2
DFT (the ωB97M-V functional and the def2-TZVPD basis) results for a cluster of 2 separate species, C4H10N2O3 in total.

Last column: Mulliken charge in e.
Geometry (Å):
C: 0.4537 -1.2059 1.9212  -1.200
C: -0.4045 -0.3557 1.0484  -0.475
C: 0.0142 -0.3531 -0.4322  0.039
C: -0.4751 0.9368 -1.1575  -0.311
N: 0.1495 2.1550 -1.1668  -0.353
N: 0.0076 1.0917 -3.7991  0.384
O: -0.2519 0.4562 -4.7802  -0.531
O: 0.6460 2.0895 -3.5859  -0.512
O: -0.4829 -1.5432 -1.0134  -0.523
H: -0.0098 -2.1335 2.1208  0.313
H: 1.2630 -1.5273 1.2996  0.359
H: 0.7878 -0.7513 2.7777  0.368
H: -0.5020 0.6229 1.6766  0.301
H: -1.4124 -0.6455 1.0057  0.448
H: 1.1172 -0.1876 -0.5884  0.367
H: -1.4945 0.8752 -1.4514  0.378
H: 0.0541 2.7462 -2.0418  0.401
H: 1.0827 2.2143 -0.8480  0.228
H: 0.0833 -1.8141 -1.6994  0.321

Its total charge is 0. For the HOMO-LUMO gap (alpha / beta), the calculation gives 7.002 / 6.968 eV.



The most stable of them is version 1.